Density functional theory data (wB97M-V/def2-TZVPD) for an isolated ion of composition C6H4N6O2P and charge +1 at a distorted geometry.

Results
E_HOMO	-12.3	eV
energy above the lowest of the compared OMol25 structures with the same formula, charge and spin	0.00	kcal/mol
E_LUMO	-7.52	eV
orbital gap	0.1762	hartree
E_tot	-1050.983358	Ha

The geometry in ORCA input format:
```
! RIJCOSX wB97M-V def2-TZVPD def2/J DEFGRID3
* xyz 1 1
C 0.1115 -3.0993 1.4148
C -0.0847 -2.3230 0.1760
C 0.7872 -0.5375 1.2092
C -0.7816 4.1744 -2.1322
C -0.2474 3.1173 -1.5638
C 0.9593 0.9893 1.3540
N -0.8559 -4.4202 -0.0312
N -0.2844 -4.3915 1.0808
N 0.7829 -2.5130 2.3655
N 0.2703 -1.0647 0.0943
N 1.0480 -1.2959 2.3141
N -0.7470 -3.1728 -0.6803
O 1.6039 1.6549 2.0964
O 0.2669 1.5646 0.3302
P 0.0182 3.1637 0.2182
H -1.0359 4.2553 -3.1776
H -0.6340 5.0572 -1.5094
H -0.2134 1.9808 -1.8762
H -0.9639 -3.1397 -1.6828
*
```